Entry i
A cluster of 2 separate species, C8H6F4O in total. Source: the Open Molecules 2025 dataset; level of theory: wB97M-V/def2-TZVPD.

Each line ends with the natural charge from an NBO analysis.
Cartesian coordinates (Å):
F1 1.100 -2.180 -0.011  -0.288
F2 -2.118 -1.409 1.310  -0.325
F3 -0.958 -3.150 1.680  -0.293
F4 -1.883 -2.875 -0.250  -0.321
O1 0.851 -1.211 2.553  -0.624
C1 0.094 -0.167 -0.307  -0.134
C2 -0.932 0.904 -0.217  -0.137
C3 0.019 -1.467 0.295  0.440
C4 0.552 2.559 -1.273  -0.151
C5 1.547 1.559 -1.378  -0.209
C6 -1.190 -2.232 0.750  0.905
C7 1.324 0.265 -1.000  -0.153
C8 -0.607 2.189 -0.598  -0.212
H1 2.487 1.749 -1.839  0.219
H2 -1.743 0.717 0.343  0.214
H3 0.699 3.533 -1.399  0.207
H4 -0.072 -1.327 2.896  0.422
H5 2.142 -0.434 -1.061  0.228
H6 -1.312 2.978 -0.494  0.214

Output
Frontier orbital gap (spin up / spin down) (eV): 6.968 / 8.466



Entry ii
A cluster of 2 separate species, C8H6F4O in total. Source: the Open Molecules 2025 dataset; level of theory: wB97M-V/def2-TZVPD.

Each line ends with the natural charge from an NBO analysis.
Cartesian coordinates (Å):
F1 -3.373 0.892 -0.633  -0.298
F2 -2.764 -0.880 -1.698  -0.322
F3 -3.089 -0.907 0.445  -0.317
F4 -1.887 4.228 0.502  -0.572
O1 -1.139 1.638 -0.258  -0.515
C1 -2.582 -0.166 -0.544  0.907
C2 0.278 -1.379 0.655  -0.137
C3 2.661 -1.298 0.320  -0.167
C4 2.498 -0.010 -0.297  -0.212
C5 -1.125 0.426 -0.252  0.496
C6 0.085 -0.249 -0.076  -0.214
C7 1.203 0.435 -0.630  -0.132
C8 1.516 -1.952 0.839  -0.219
H1 -1.285 3.565 0.277  0.570
H2 1.079 1.389 -1.088  0.234
H3 -0.595 -1.885 1.181  0.226
H4 1.421 -2.802 1.402  0.221
H5 3.419 0.419 -0.766  0.227
H6 3.681 -1.461 0.620  0.223

Output
SMILES string: O=C(c1ccccc1)C(F)(F)F.F
Frontier orbital gap (eV): 9.409



Quick look at relative energies in kcal/mol: entry i 73.2; entry ii 0.0.



Entry i
A cluster of 4 separate species, C4H12O4 in total. Source: the Open Molecules 2025 dataset; level of theory: wB97M-V/def2-TZVPD.

Each line ends with the natural charge from an NBO analysis.
Cartesian coordinates (Å):
O1 -2.175 -1.323 1.632  -0.980
O2 -0.443 1.153 1.784  -0.953
O3 -0.549 0.931 -1.452  -0.700
O4 -2.989 -0.546 -1.160  -0.971
C1 0.512 0.236 -0.945  0.161
C2 1.751 0.719 -0.990  -0.368
C3 2.918 -0.010 -0.345  -0.180
C4 2.985 -0.900 0.702  -0.443
H1 -1.261 0.320 -1.663  0.516
H2 3.893 0.322 -0.820  0.201
H3 -3.732 -0.857 -1.568  0.473
H4 0.348 -0.827 -0.619  0.182
H5 -0.643 1.611 0.977  0.487
H6 3.816 -1.098 1.342  0.210
H7 1.960 1.627 -1.631  0.229
H8 -2.847 -1.026 -0.344  0.505
H9 0.493 1.192 1.827  0.479
H10 -1.482 -0.630 1.695  0.501
H11 -2.342 -1.475 2.550  0.475
H12 2.055 -1.145 1.298  0.179

Output
SMILES string: C=C/C=C/O.O.O.O
Frontier orbital gap (eV): 9.078



Entry ii
A cluster of 2 separate species, C4H12O4 in total. Source: the Open Molecules 2025 dataset; level of theory: wB97M-V/def2-TZVPD.

Each line ends with the natural charge from an NBO analysis.
Cartesian coordinates (Å):
O1 -0.320 -7.210 -1.317  -0.714
O2 1.963 3.902 -4.849  -0.731
O3 1.012 -3.929 -2.165  -0.717
O4 4.805 3.029 -2.846  -0.709
C1 0.367 -5.228 -2.326  -0.078
C2 3.798 2.797 -3.753  -0.075
C3 3.058 4.085 -4.002  -0.073
C4 0.305 -5.991 -1.034  -0.082
H1 -0.162 -5.391 -0.230  0.162
H2 1.363 -6.159 -0.757  0.139
H3 4.135 2.376 -4.720  0.185
H4 1.157 4.319 -4.480  0.475
H5 2.570 4.334 -3.040  0.136
H6 4.416 3.316 -1.994  0.466
H7 -0.264 -7.780 -0.521  0.475
H8 3.636 4.972 -4.326  0.170
H9 -0.629 -5.177 -2.807  0.192
H10 3.088 2.078 -3.302  0.156
H11 1.820 -4.079 -1.631  0.461
H12 1.009 -5.878 -2.951  0.161

Output
SMILES string: OCCO.OCCO
Frontier orbital gap (eV): 10.860



Quick look at relative energies in kcal/mol: entry i 0.0; entry ii 9.0.



Entry i
A structure of composition C4H12O4. Source: the Open Molecules 2025 dataset; level of theory: wB97M-V/def2-TZVPD.

Each line ends with the natural charge from an NBO analysis.
Cartesian coordinates (Å):
O1 -1.783 1.424 -1.321  -0.719
O2 -1.393 -1.478 1.196  -1.123
O3 -2.205 -1.299 -1.201  -1.180
O4 0.840 -1.576 -0.376  -0.978
C1 1.871 1.138 -0.097  0.144
C2 1.989 0.662 1.375  -0.750
C3 0.625 1.441 -0.790  -0.395
C4 -0.720 1.366 -0.326  0.484
H1 2.462 -0.338 1.433  0.292
H2 2.509 1.327 2.050  0.261
H3 1.070 0.282 1.879  0.280
H4 0.869 1.852 -1.739  0.252
H5 1.020 -0.622 -0.327  0.435
H6 -0.128 -1.802 -0.273  0.530
H7 -2.145 -1.510 1.768  0.450
H8 -1.965 0.451 -1.546  0.573
H9 -2.418 -2.141 -1.622  0.465
H10 -1.269 1.074 0.555  0.263
H11 -1.947 -1.566 0.078  0.499
H12 2.715 1.314 -0.717  0.217

Output
Frontier orbital gap (eV): 5.481



Entry ii
A cluster of 3 separate species, C4H12O4 in total. Source: the Open Molecules 2025 dataset; level of theory: wB97M-V/def2-TZVPD.

Each line ends with the natural charge from an NBO analysis.
Cartesian coordinates (Å):
O1 -1.823 2.107 0.575  -0.666
O2 1.457 -1.470 2.848  -0.931
O3 2.812 0.659 0.332  -0.939
O4 -2.066 0.576 2.144  -0.566
C1 0.158 -0.712 -2.092  -0.612
C2 -0.932 0.017 -1.297  -0.401
C3 -1.639 0.862 1.061  0.788
C4 -0.863 -0.112 0.210  -0.542
H1 0.676 -0.902 2.883  0.470
H2 1.455 -1.795 1.937  0.466
H3 -1.927 -0.188 -1.666  0.221
H4 -1.249 -1.096 0.474  0.246
H5 -1.390 2.198 -0.289  0.481
H6 -0.263 -1.124 -3.013  0.223
H7 2.295 1.000 -0.405  0.466
H8 -0.770 1.064 -1.576  0.173
H9 0.664 -1.507 -1.530  0.214
H10 2.284 0.698 1.138  0.477
H11 0.122 -0.193 0.652  0.225
H12 0.999 -0.083 -2.385  0.208

Output
SMILES string: CCCC(=O)O.O.O
Frontier orbital gap (eV): 10.963



Quick look at relative energies in kcal/mol: entry i 129.7; entry ii 0.0.